--- w ---
Here is C3H4ClFS in the gas phase from OMol25. Energies are from wB97M-V/def2-TZVPD.

Element x y z (Å)
C: 0.4866 -1.0961 0.4646
C: -0.6729 -0.1192 0.3495
C: -0.0845 1.1319 -0.4236
H: 0.6717 -1.4537 -0.5582
H: 1.4730 -0.6248 0.8615
H: 0.2364 -1.9714 1.0706
H: 0.9039 1.3425 -0.0327
F: -0.8722 2.2151 -0.3501
S: -2.2129 -0.1627 0.7594
Cl: 0.0710 0.7384 -2.1410

Values from the calculation:
LUMO level, eV: -0.56
Molecular weight, g mol⁻¹: 126.58
Structure (SMILES): CC(=S)[C@H](F)Cl
E_HOMO, eV: -9.12
2S+1: 1



--- x ---
Here is C3H4ClFS in the gas phase from OMol25. Energies are from wB97M-V/def2-TZVPD.

Element x y z (Å)
C: -0.3073 1.0105 -0.6713
C: -0.4368 -0.1754 0.2868
C: 0.8054 -1.0389 0.6074
H: -1.2491 1.5384 -0.6037
H: 0.0901 0.6752 -1.7037
H: 0.5417 1.5618 -0.2928
H: 0.7693 -1.9460 1.2511
F: -0.9145 0.2212 1.4759
S: 2.2744 -0.6254 -0.0286
Cl: -1.5732 -1.2214 -0.3210

Values from the calculation:
LUMO level, eV: -0.84
Molecular weight, g mol⁻¹: 126.58
Structure (SMILES): C[C@@](F)(Cl)C=S
E_HOMO, eV: -9.28
2S+1: 1



Name the least stable of them. x.



--- w ---
Here is C3H4ClFS in the gas phase from OMol25. Energies are from wB97M-V/def2-TZVPD.

Element x y z (Å)
C: -0.3166 0.9693 0.5145
C: -0.6579 -0.4447 0.1142
C: 0.3164 -1.3930 -0.0748
H: 0.4670 1.3499 -1.7776
H: 0.2965 0.9283 1.4804
H: -1.2680 1.4638 0.7747
H: -1.6442 -0.8841 -0.1445
F: 0.1128 -2.7005 -0.4095
S: 0.6575 2.0317 -0.6468
Cl: 2.0364 -1.3208 0.1693

Values from the calculation:
LUMO level, eV: 0.73
Molecular weight, g mol⁻¹: 126.58
Structure (SMILES): F/C(Cl)=C/CS
E_HOMO, eV: -9.28
2S+1: 1



--- x ---
Here is C3H4ClFS in the gas phase from OMol25. Energies are from wB97M-V/def2-TZVPD.

Element x y z (Å)
C: -0.8236 0.0739 1.0308
C: -0.0672 0.9339 0.0928
C: 1.2421 0.8615 -0.2590
H: -0.7333 -1.9052 -0.8217
H: -0.2467 -0.3639 1.9255
H: -1.6176 1.0161 1.4635
H: 1.7809 1.5104 -0.8245
F: -0.8106 1.8968 -0.3048
S: -1.7884 -1.0418 -0.2790
Cl: 2.0364 -0.6986 0.0162

Values from the calculation:
LUMO level, eV: 0.52
Molecular weight, g mol⁻¹: 126.58
Structure (SMILES): F/C(=C/Cl)CS
E_HOMO, eV: -8.97
2S+1: 1



--- y ---
Here is C3H4ClFS in the gas phase from OMol25. Energies are from wB97M-V/def2-TZVPD.

Element x y z (Å)
C: -2.2041 0.6055 -0.5876
C: 0.2728 0.8972 0.4585
C: 0.4845 -0.3751 0.2470
H: -2.8861 1.0190 -1.1186
H: -2.7321 0.7756 0.4982
H: -2.0304 -0.5682 -0.5395
H: 0.4185 1.0416 1.4511
F: 0.1687 -1.1214 -0.8574
S: -0.6493 1.7160 -0.7595
Cl: 1.4577 -1.5527 1.1100

Values from the calculation:
LUMO level, eV: 0.55
Molecular weight, g mol⁻¹: 126.58
Structure (SMILES): CS/C=C(\F)Cl
E_HOMO, eV: -9.16
2S+1: 1



Name the least stable of them. y.



--- w ---
Here is C4H9N3S in the gas phase from OMol25. Energies are from wB97M-V/def2-TZVPD.

Element x y z (Å)
C: 2.0235 -1.3895 -0.1432
C: 1.0722 -0.2672 0.0784
C: -0.1698 -0.2164 -0.4765
C: -1.1001 0.8971 -0.2428
H: 2.3604 -1.8178 0.7942
H: 2.8733 -1.0586 -0.7029
H: 1.5719 -2.1768 -0.7154
H: 2.3941 0.6009 1.3898
H: 0.8999 1.3664 1.2229
H: -0.5672 -0.9749 -1.1474
H: 0.1149 2.3313 -0.4791
H: -3.0351 1.3919 0.1255
H: -3.6454 -1.3737 -0.6645
N: 1.6124 0.7918 0.7829
N: -0.8065 2.1366 -0.0985
N: -2.5003 0.6081 -0.2031
S: -3.0982 -0.8492 0.4797

Values from the calculation:
LUMO level, eV: 0.83
Molecular weight, g mol⁻¹: 131.20
Structure (SMILES): [H]/N=C(\C=C(\C)N)NS
E_HOMO, eV: -8.45
2S+1: 1



--- x ---
Here is a molecular structure, C4H9N3S from OMol25. Energies are from wB97M-V/def2-TZVPD.

Element x y z (Å)
C: 3.5074 0.5798 -0.4161
C: 1.3372 -0.5067 -0.1710
C: -0.8181 -1.2555 0.0487
C: -3.9551 0.7766 0.4352
H: 2.8876 0.9246 -1.6359
H: 4.4620 -0.3163 -0.7302
H: 3.7501 1.5634 0.2431
H: 2.9690 -0.8006 1.3541
H: 1.1885 0.0193 -1.2859
H: -1.4859 -2.2076 -0.0862
H: -3.6708 1.7553 -0.0919
H: -3.5679 1.1033 1.5496
H: -5.1406 0.7888 0.5321
N: 2.4805 -0.2320 0.4847
N: 0.5484 -1.4329 0.3797
N: -1.3933 -0.1555 -0.1345
S: -3.0991 -0.6040 -0.4756

Values from the calculation:
LUMO level, eV: 0.58
Molecular weight, g mol⁻¹: 131.20
E_HOMO, eV: -7.98
2S+1: 1



Name the least stable of them. x.



--- w ---
Here is C6H11N3 in the gas phase from OMol25. Energies are from wB97M-V/def2-TZVPD.

Element x y z (Å)
C: -1.1648 0.6143 -0.7738
C: -0.3164 2.2936 0.8335
N: -0.0101 1.2506 -0.1289
C: 0.4063 -1.0767 -0.1687
C: 1.0939 0.1714 -0.0199
C: -0.8937 -0.8499 -0.5118
N: 0.8775 -2.3070 0.2706
N: -1.8742 -1.8054 -0.6089
C: 2.3866 0.4522 0.1254
H: 0.6981 -3.0347 -0.4142
H: 1.8665 -2.2998 0.4991
H: -2.8150 -1.4503 -0.4746
H: -1.6676 -2.6249 -0.0431
H: -2.1210 0.9273 -0.3332
H: -1.1689 0.8317 -1.8517
H: 0.5467 2.9636 0.9455
H: -1.1681 2.9186 0.5362
H: -0.5498 1.8617 1.8138
H: 2.7222 1.4701 0.2855
H: 3.1519 -0.3065 0.0192

Values from the calculation:
LUMO level, eV: 0.96
Molecular weight, g mol⁻¹: 125.17
Structure (SMILES): C=C1C(N)=C(N)CN1C
E_HOMO, eV: -7.01
2S+1: 1



--- x ---
Here is C6H11N3 in the gas phase from OMol25. Energies are from wB97M-V/def2-TZVPD.

Element x y z (Å)
C: -3.0329 -0.3813 -0.4538
C: -1.9167 0.5272 -0.0773
C: -0.5540 0.3249 0.1119
C: 0.4040 1.3782 0.4361
C: 2.2745 -0.0425 -0.2729
C: 0.0562 -1.0491 0.2412
H: -2.6794 -1.3466 -0.6734
H: -3.6210 -0.3777 0.5129
H: -3.5221 0.0134 -1.2892
H: -2.2518 1.4832 0.2328
H: -0.1034 2.3356 0.2456
H: 0.8968 1.3821 1.5322
H: 2.1071 1.8897 -0.5776
H: 4.1130 -0.8957 -0.0798
H: 1.9502 -1.9701 0.1024
H: -0.2327 -1.5527 1.3399
H: -0.4588 -1.6536 -0.6638
N: 1.5217 1.0526 -0.5091
N: 3.5467 -0.0380 -0.3214
N: 1.5026 -1.0797 0.1634

Values from the calculation:
LUMO level, eV: 0.81
Molecular weight, g mol⁻¹: 125.17
Structure (SMILES): CC=C1CNC(=N)NC1
E_HOMO, eV: -8.41
2S+1: 1



Name the least stable of them. x.